No. 1
Below is 2 unconnected molecules or ions with the total composition C2H2F3NO2 in a non-equilibrium geometry, with properties calculated with wB97M-V/def2-TZVPD.

```
10
Properties=species:S:1:pos:R:3:nbo_charge:R:1
F -2.05 0.23 1.08 -0.324
F -1.22 -1.45 -0.05 -0.349
F -2.37 0.09 -1.08 -0.303
O 2.41 -0.20 -0.07 -0.538
O 0.35 1.98 0.32 -0.526
N 1.02 -0.15 -0.37 -0.360
C -1.57 -0.16 -0.10 0.866
C 0.28 0.87 -0.07 0.647
H 2.49 -0.16 0.88 0.471
H 0.66 -1.07 -0.54 0.418
```

Output
**Gap between HOMO and LUMO**: 0.3686 Eh
**HOMO energy**: -0.3525 hartree
**Multiplicity**: 1
**Lowest unoccupied orbital energy**: 0.44 eV
**E**: -582.1387 Eh
**Relative energy (zero: lowest compared OMol25 entry of this formula, charge and spin)**: 352.0 kJ/mol

=====

No. 2
Below is a molecular structure, C2H2F3NS2, with properties calculated with wB97M-V/def2-TZVPD.

```
10
Properties=species:S:1:pos:R:3:nbo_charge:R:1
S -0.06 -3.03 0.26 0.020
S 2.25 -1.71 0.33 0.055
F 2.64 1.55 -1.42 -0.330
F 2.71 1.92 0.72 -0.333
F 4.52 1.27 -0.33 -0.313
N -0.04 -0.35 0.00 -0.756
C 0.59 -1.50 0.16 -0.130
C 3.20 1.18 -0.27 0.965
H 0.47 0.52 -0.02 0.409
H -1.05 -0.32 -0.06 0.412
```

Output
**Gap between HOMO and LUMO (spin up / spin down)**: 0.2570 / 0.2903 Eh
**HOMO energy (spin up / spin down)**: -0.3274 / -0.3216 hartree
**Multiplicity**: 1
**Lowest unoccupied orbital energy (spin up / spin down)**: -1.92 / -0.85 eV
**E**: -1228.0554 Eh
**Relative energy (zero: lowest compared OMol25 entry of this formula, charge and spin)**: 206.9 kJ/mol

=====

No. 3
Below is 2 unconnected molecules or ions with the total composition C2H2F3NS2 in a non-equilibrium geometry, with properties calculated with wB97M-V/def2-TZVPD.

```
10
Properties=species:S:1:pos:R:3:lowdin_spin:R:1
S 1.43 2.05 2.48 0.944
S -0.05 2.29 1.05 0.962
F -0.40 -0.59 -2.85 0.001
F -2.03 -0.59 -1.40 0.003
F -0.29 -1.93 -1.26 0.001
N 0.52 -0.36 1.23 -0.048
C -0.71 -0.72 -1.54 0.005
C 0.64 0.83 1.59 0.120
H 1.18 -0.98 1.71 0.002
H -0.28 0.01 -1.01 0.010
```

Output
**Gap between HOMO and LUMO (spin up / spin down)**: 0.2701 / 0.2860 Eh
**HOMO energy (spin up / spin down)**: -0.2571 / -0.3917 hartree
**Multiplicity**: 3
**Lowest unoccupied orbital energy (spin up / spin down)**: 0.36 / -2.87 eV
**E**: -1228.0102 Eh
**Relative energy (zero: lowest compared OMol25 entry of this formula, charge and spin)**: 7.6 kJ/mol
**Expectation value of S²**: 2.017

=====

No. 4
Below is 2 unconnected molecules or ions with the total composition C2H2F4NO3S in a non-equilibrium geometry, with properties calculated with wB97M-V/def2-TZVPD.

```
13
Properties=species:S:1:pos:R:3:nbo_charge:R:1
S 2.93 0.32 -0.88 2.127
F -2.28 0.27 0.49 -0.324
F -1.85 -1.54 1.50 -0.336
F 1.13 -2.26 0.99 -0.286
F -2.17 -1.63 -0.61 -0.352
O 3.10 0.97 0.43 -0.951
O 1.85 0.92 -1.70 -0.972
O 4.13 -0.17 -1.60 -0.934
N 0.75 -1.61 -0.19 -0.006
C -0.10 -0.56 0.21 -0.445
C -1.58 -0.85 0.38 0.968
H 0.09 0.14 -0.57 0.288
H 0.12 0.06 1.16 0.224
```

Output
**Gap between HOMO and LUMO (spin up / spin down)**: 0.2277 / 0.3541 Eh
**HOMO energy (spin up / spin down)**: -0.1366 / -0.2293 hartree
**Net charge**: -1
**Multiplicity**: 1
**Lowest unoccupied orbital energy (spin up / spin down)**: 2.48 / 3.40 eV
**E**: -1155.4896 Eh
**Relative energy (zero: lowest compared OMol25 entry of this formula, charge and spin)**: 95.7 kJ/mol

=====

- Which value of relative energy (zero: lowest compared OMol25 entry of this formula, charge and spin) does entry 2 give?
  206.9 kJ/mol